Formula: C20H28NO2PPd
Source: the Open Molecules 2025 dataset
Level of theory: the ωB97M-V functional and the def2-TZVPD basis

Each line ends with the natural charge from an NBO analysis.
Cartesian coordinates (Å):
C (-1.413, -1.905, -4.309)  -0.215
C (-1.393, -0.528, -4.129)  -0.229
C (-0.994, 0.031, -2.899)  0.026
C (-0.598, -0.812, -1.874)  -0.161
C (-0.565, -2.191, -2.066)  -0.107
C (-0.951, -2.743, -3.299)  -0.210
C (-0.946, 1.522, -2.775)  -0.486
C (-1.792, 2.147, -1.669)  -0.211
N (-1.950, 1.301, -0.426)  -0.469
Pd (-0.076, 0.120, -0.045)  0.723
C (-0.098, -3.042, -0.935)  -0.744
P (-0.694, -2.129, 0.548)  1.030
H (-1.690, 0.166, -4.926)  0.213
H (-0.885, -3.823, -3.438)  0.213
H (-1.766, -2.318, -5.265)  0.218
H (0.986, -3.079, -0.830)  0.242
H (-0.486, -4.064, -0.936)  0.232
H (0.080, 1.856, -2.604)  0.280
H (-1.295, 1.961, -3.708)  0.214
H (-1.303, 3.077, -1.332)  0.235
C (0.030, -2.985, 1.951)  -0.983
C (-2.381, -2.753, 0.540)  -0.990
H (-2.810, 2.382, -2.040)  0.181
C (-3.128, 0.414, -0.517)  -0.420
C (-2.092, 2.184, 0.747)  -0.423
H (0.892, -0.977, 0.662)  -0.043
H (-4.046, 1.015, -0.606)  0.186
H (-3.052, -0.244, -1.389)  0.224
H (-3.181, -0.186, 0.398)  0.204
H (-3.062, 2.700, 0.739)  0.186
H (-2.002, 1.574, 1.652)  0.205
H (-1.282, 2.923, 0.728)  0.234
H (-2.391, -3.850, 0.640)  0.225
H (-2.910, -2.327, 1.396)  0.234
H (-2.941, -2.513, -0.369)  0.255
H (-0.264, -4.045, 1.973)  0.244
H (1.121, -2.896, 1.926)  0.255
H (-0.358, -2.465, 2.836)  0.247
H (0.245, -0.384, 1.455)  0.055
O (1.769, 3.936, -0.125)  -0.661
C (1.796, 2.712, 0.045)  0.765
O (1.213, 1.786, -0.686)  -0.862
C (2.623, 2.241, 1.210)  -0.167
C (3.227, 0.964, 1.233)  -0.212
C (4.066, 0.601, 2.301)  -0.179
C (4.346, 1.534, 3.321)  -0.235
C (3.740, 2.811, 3.303)  -0.229
C (2.861, 3.146, 2.269)  -0.166
H (3.009, 0.265, 0.421)  0.222
H (4.536, -0.397, 2.318)  0.200
H (5.039, 1.273, 4.133)  0.210
H (3.938, 3.549, 4.090)  0.212
H (2.359, 4.116, 2.238)  0.235

Computed properties:
multiplicity	3
HOMO level (alpha / beta)	-6.508 / -8.311	eV
maximum force	2.861	eV/A
E_tot	-39543.7652	eV
expectation value of S²	2.011
Kohn-Sham gap (alpha / beta)	6.825 / 6.749	eV